No. 1
DFT (the ωB97M-V functional and the def2-TZVPD basis) results for a structure of composition C35H45Cl5F3InN3OS6SbSe.

Results
Relative energy (zero: lowest compared OMol25 entry of this formula, charge and spin) = 0.812 eV
Kohn-Sham gap = 4.830 eV
Largest force on an atom = 0.0139 Eh/bohr
LUMO energy = 3.7735 eV
E = -9421.7454 Eh

```
! RIJCOSX wB97M-V def2-TZVPD def2/J DEFGRID3
* xyz -2 1
H -1.4959 -3.0669 -3.4547
C -1.5534 -0.9507 -0.6945
H 5.0214 1.7418 2.5132
Cl 3.3435 -6.9723 3.6010
H -1.9940 5.0456 -0.2917
C 2.9848 1.1626 2.7569
S 0.3414 0.2489 2.8950
H 2.2020 1.6808 -5.3767
Cl 3.7077 -5.7036 -1.6286
H -1.4515 6.4098 0.7328
H -3.3449 -5.4241 5.8405
C -3.6328 -4.5345 5.2839
H -2.3496 -0.7764 0.0548
H -3.3540 1.8819 4.5435
H -2.7045 -3.4295 0.0685
C 4.1848 1.2148 2.0777
H -2.7866 -3.8522 5.2035
H -1.8669 0.8825 -2.6075
H -2.8344 4.2758 4.8321
H -4.1122 -1.7373 -1.1697
C -2.1580 3.3358 1.7944
C -1.1298 -2.2813 -2.7844
H 1.1008 -0.7900 -3.9526
H 3.7328 2.5747 -3.9174
H 0.5886 4.3267 -3.4355
H -3.6039 1.3009 2.8732
N -1.9034 4.6699 1.7472
C 2.4459 -4.1647 0.2035
H -4.4650 -4.0461 5.7870
C -2.0082 -2.1500 -1.5408
C 3.1524 -5.3359 -0.0290
H -0.9875 4.0940 -4.1784
C 1.9562 -3.8119 1.4764
H 5.2420 0.6097 0.2893
H -0.7244 2.9391 -1.9494
C 3.1861 -0.4101 -3.7587
C 1.7576 0.0834 -3.9651
H -3.4347 -0.8327 -2.5223
C 2.2733 -4.7392 2.5194
H 1.6054 4.2009 -1.2196
S -4.1212 -5.0963 3.6379
C 4.3149 0.5900 0.8441
C -0.0693 3.5782 -3.8759
C 3.4312 -6.2193 1.0077
Cl 2.1501 -3.0353 -1.0741
C 2.3868 3.5288 -0.8576
H 0.5733 1.0353 -5.5250
H 3.4603 -1.1412 -4.5258
N 2.0446 -0.1028 0.9780
H -1.0921 -3.8292 -0.5137
S -2.1544 -2.3104 3.0122
C -2.9012 1.7704 3.5603
C -1.3955 5.3347 0.5723
F 3.9625 2.5361 4.4244
C -4.6225 -3.5819 2.9276
F 2.6462 0.9856 5.1042
H -1.3305 1.0676 -4.2808
H 2.6840 3.9441 -3.6039
C -2.0882 -3.5039 -0.8275
C -1.5815 1.6151 -3.3686
H 0.4066 3.2111 -4.7853
H -1.1188 -1.3373 -3.3303
H 3.2247 -0.5543 -0.6218
C 2.9857 -5.8974 2.2892
S -4.6652 -1.2063 1.8559
H -0.3630 5.0365 0.3819
C 3.1993 -0.0530 0.3391
H 3.5741 1.8893 -1.5214
S -7.5698 -1.1064 1.1319
Cl 1.7181 -4.3334 4.0996
H 3.2318 4.1495 -0.5417
H 3.3181 -0.8986 -2.7901
H -1.9950 6.2924 3.1560
Se -1.9768 2.1039 0.4508
H 4.2629 3.8560 -2.8368
Sb 1.1232 1.1285 -2.1501
H -0.1060 -2.5264 -2.5127
S -6.3069 -3.4361 2.4930
H 3.9053 0.4054 -3.8159
C 2.7971 2.5368 -1.9436
O 1.3307 -2.7482 1.7221
F 1.8496 2.7357 4.1311
C 2.8493 1.8421 4.0906
C -0.4162 2.4734 -2.8881
C -6.2475 -1.8784 1.7887
C 1.6068 0.7695 -5.3149
C -2.1373 5.2446 2.9767
Cl 4.3227 -7.6765 0.7199
C -3.4274 -1.7971 -2.0154
H -3.8029 -2.5554 -2.7095
N -2.5616 3.0931 3.0664
H 1.9452 0.1061 -6.1198
H -2.4492 2.2423 -3.5919
C 3.3945 3.2596 -3.1434
C 1.8990 0.4585 2.1921
C -3.8159 -2.5197 2.6590
In -0.1436 -1.2919 0.8844
C -2.5489 4.2542 3.7989
H -2.5069 -4.2812 -1.4769
H -2.0077 1.1469 3.6211
H 1.9939 3.0265 0.0281
*
```

***

No. 2
DFT (the ωB97M-V functional and the def2-TZVPD basis) results for a cluster of 2 separate species, C35H46BrFI2NO3PS2 in total in a non-equilibrium geometry.

Results
Kohn-Sham gap = 7.155 eV
Largest force on an atom = 0.1933 Eh/bohr
LUMO energy = -0.4096 eV
E = -6047.4242 Eh

```
! RIJCOSX wB97M-V def2-TZVPD def2/J DEFGRID3
* xyz 0 1
C 4.5686 4.9293 2.3130
C 5.8161 2.7569 -2.6086
C -5.8288 2.7556 2.6518
H -6.5169 0.7027 -0.3757
Br 8.5839 1.4606 0.7237
H 1.4525 -1.9740 4.6834
H 2.1399 -2.1681 -1.1375
N 1.2775 -0.0025 2.0161
C 7.0005 2.2825 -0.2662
H -5.3238 3.7064 3.1672
I -4.5418 4.8184 -3.2724
H -8.7654 -4.9675 -1.5832
H -5.4563 -4.6418 -3.5912
O -1.2009 -1.8235 0.8101
C -3.3160 3.2637 -2.3199
H 5.0440 -4.5800 1.3491
H 4.3908 5.8963 4.7101
C -2.4800 0.4593 0.0588
H -2.4582 2.2198 -4.1610
C -8.0351 -4.4232 -0.9798
C 4.4371 4.3073 0.7992
H 0.0780 -2.7703 -0.7598
H -8.2127 -4.6322 0.0777
C -3.7912 2.9356 -0.7682
H -2.2205 3.7217 -2.2222
C 5.2398 0.0276 0.3441
C 2.5970 0.3705 1.4651
H -7.0639 -0.2430 1.1856
S -6.3667 -4.9790 -1.4043
I -4.1897 4.9098 0.1585
C -0.0092 2.2313 1.2249
C 1.6799 -1.0544 3.9932
H 3.6921 -3.2010 -3.0467
H -1.7234 -4.5112 -1.4383
H -2.7073 0.9968 -2.7337
C 0.0737 0.5645 1.3525
C -6.1704 0.3810 0.6989
H -7.2062 -4.9730 -3.6585
H 1.3500 0.2249 5.8539
H 6.0664 3.1338 -3.7099
H -3.1195 -3.5644 -0.4850
C -4.8681 -0.6422 0.6992
H 1.7100 1.2879 4.2782
H -4.8088 2.3272 -0.7664
P 3.5869 -2.4946 0.9037
C -3.8037 -0.3366 -0.5419
C 4.1778 -2.8449 -2.0165
C -1.1885 -0.3498 0.7451
H -8.1276 -3.3491 -1.1570
C 7.1748 2.1614 -1.8930
H 3.4156 4.6931 0.3239
C -1.9671 -3.8194 -0.5023
C -1.0205 -2.4411 -0.5126
C -5.9675 1.6841 1.7188
H 5.0001 1.9186 -2.5752
H 7.5017 1.1039 -2.2796
C -2.5382 2.1242 -0.0610
C 1.1040 0.3512 4.6929
H -6.6155 -3.3542 -3.1700
O 1.1474 -1.1572 2.6256
S 1.5108 3.1811 1.8949
H 8.0558 2.9037 -2.1930
H -4.2403 1.6784 -3.7751
H 2.8610 -0.9119 3.9539
C 3.8083 -0.6026 0.9237
H -4.3588 -0.6161 1.7540
C -3.1946 1.9391 -3.2798
H -3.5536 -1.3826 -1.0115
C -1.2833 3.0297 0.5399
H 4.4769 -1.7233 -2.1682
H 5.2858 4.6921 0.0646
H -0.0466 0.5000 4.5259
F 6.3593 -0.8283 -0.1867
H 7.0754 3.4462 -0.0120
H 2.5048 -4.0245 -0.8000
C 2.9241 2.0101 1.3553
C 5.5481 1.6704 0.2905
H 5.4124 3.7174 -2.0393
H 5.0720 -3.5737 -1.8169
H -1.2223 4.1996 0.5070
C 4.3334 2.6412 0.8093
H -4.3735 0.2750 -1.3739
C 5.2579 -3.4186 1.2648
H 6.0038 -3.3081 0.3404
C -6.4222 -4.4288 -3.1268
H -5.3030 -1.7223 0.5533
C 2.9859 -2.9405 -0.8953
H -1.6220 -4.4484 0.4449
H 5.7576 -3.0884 2.2716
C 4.4991 5.5243 3.5878
H -1.4104 -1.7071 -1.3514
O -5.3980 -4.0926 -0.6789
*
```

***

No. 3
DFT (the ωB97M-V functional and the def2-TZVPD basis) results for a cluster of 18 separate species, C35H46Cl51FNO3PS in total in a non-equilibrium geometry.

Results
Kohn-Sham gap = 8.291 eV
Largest force on an atom = 0.1244 Eh/bohr
LUMO energy = -0.0116 eV
E = -25950.1883 Eh

```
! RIJCOSX wB97M-V def2-TZVPD def2/J DEFGRID3
* xyz 0 1
H 0.1170 1.0696 -1.4106
H -3.1578 -4.0922 3.2869
C 6.3983 -1.1466 -9.5396
P 1.6135 0.7625 1.0469
H -0.9295 1.0781 1.2177
H -2.6565 0.3873 0.0640
H -4.0705 -6.3842 2.2450
H 6.3227 0.2206 9.5060
Cl 1.1828 1.8561 4.6521
H -4.5751 1.9796 -0.4046
Cl 5.8998 -0.2535 12.5566
C -4.7231 -1.5000 -1.1801
C 7.7886 2.0124 -13.0648
Cl 7.1557 -0.7314 -7.9925
Cl 12.4750 0.1374 6.2219
H -7.7099 1.1173 -0.8910
H 5.8493 -2.2517 -5.1281
H -0.8911 -0.0767 -2.5145
C -0.1932 0.1530 1.1272
Cl -8.5130 4.2960 1.2775
C -0.1227 -0.0792 -1.6304
C 3.1309 1.6650 -11.8004
C -3.2813 -5.6966 1.6714
H -7.2840 2.6113 -5.9995
Cl 4.6404 -0.6046 -3.9534
Cl 7.5566 0.5623 -14.0563
C -3.4691 7.0418 -5.1934
C -7.1708 0.0645 -0.9130
H 2.7227 2.2730 -10.9889
C -7.1869 -2.7814 -0.6662
Cl 4.0886 -3.4591 -4.1299
H -7.1502 -4.9937 2.4542
Cl 0.5253 -4.8673 -6.1871
H -3.4759 -5.8564 0.5262
H 1.5934 -2.7002 -1.0525
Cl -4.2815 -9.2363 4.5911
Cl 2.3989 -6.8097 -7.2828
H 1.3275 -0.4257 -3.3523
Cl -8.0816 1.4328 0.9623
C -2.3416 -0.7375 -0.1151
C -7.9722 -1.3417 -0.6349
Cl 3.4296 1.1038 6.3460
C -5.5651 -2.8836 -0.9276
C -4.7692 1.4186 -1.4401
H 10.2545 8.5190 8.9302
H -4.9811 -3.8993 -0.9394
Cl 5.4809 -2.1853 14.6958
C 9.8562 6.1754 6.2763
C 4.7874 -2.0570 -4.9576
Cl -11.7417 3.3576 0.0967
H -3.7283 1.2953 -1.9633
C 6.4628 -1.7693 13.2809
C 11.1819 1.2724 5.7986
H -10.1256 2.5785 1.2142
C 1.3318 -2.3723 -2.1700
H -7.8160 -3.7495 -0.4760
H -2.6472 -2.5063 -1.6884
C -2.8120 -1.5497 1.2691
Cl 7.0922 3.4313 -13.8655
H -3.8773 7.6497 -4.3820
Cl 4.0062 -1.8088 -6.5286
C -12.5198 2.9697 -1.4472
C 10.3628 9.3156 9.6708
O -0.2905 -0.6875 2.3670
H 5.6831 -0.3605 -9.7949
C -8.1222 -5.4709 2.3051
H 0.2858 -2.8406 -2.4207
Cl 5.5198 -2.6799 -9.4105
Cl 8.1740 -1.6488 13.7248
C -5.5227 -0.0326 -1.1797
H -2.3989 -3.6260 0.1664
C -9.1314 2.6795 1.6570
H -2.9460 -0.7944 -2.4181
N 1.7430 2.2136 0.3430
C -2.4530 -3.1488 1.2344
Cl -9.2618 -4.7960 3.4821
Cl 9.6433 5.8436 8.0038
H 2.0555 0.9432 2.4338
C -3.0682 -1.4261 -1.4125
C -5.3314 -7.9895 5.2859
Cl -5.5561 3.5449 -4.6968
S -1.9271 -0.8546 2.8138
H 2.1898 -2.8298 -2.8512
Cl 7.6151 -1.2329 -10.8247
C -0.6725 -0.7099 -0.2232
Cl 7.6296 -1.7381 9.4068
H -6.3256 -8.0906 4.8431
C -3.4341 -4.1014 2.1410
H 2.2535 -0.2588 -1.7209
Cl 9.3809 8.8996 11.0857
Cl -8.6622 -5.1328 0.6518
Cl 7.0723 1.7897 -11.4596
Cl 12.0740 9.4361 10.1147
H 0.8143 2.5602 0.0176
C 1.2678 -0.7325 -2.1998
H -13.4052 3.6015 -1.5549
C 6.7309 -0.3873 8.6946
Cl 4.2059 2.6828 -12.7741
H 2.8596 -4.6589 -6.4364
Cl -13.0366 1.2751 -1.4749
H -9.1257 -1.2690 -0.4153
H -3.9590 -1.4232 1.5008
O -1.9658 -1.8817 4.0092
H 2.4074 -0.2813 0.4523
F -4.8812 -3.7793 2.0358
H -2.1982 -6.1265 1.9126
Cl -2.3941 8.0595 -6.1671
C -7.2313 3.0549 -5.0020
Cl 7.8059 0.6304 7.7209
Cl 10.7115 1.0748 4.1017
Cl 2.0286 -4.2391 -8.6015
Cl 3.6059 3.4723 4.6600
Cl -4.8172 6.4433 -6.1750
C 2.0595 -5.0868 -7.0459
H 2.1227 3.0625 6.4452
Cl -9.2766 2.4647 3.4098
Cl -4.7130 -6.3730 4.9063
H 8.8621 2.1780 -12.9429
Cl 11.6905 2.9403 6.1130
H -5.4074 2.1594 -2.1145
Cl -2.5704 5.6910 -4.4811
H -0.3373 -1.8170 -0.0079
Cl 5.3828 -0.9858 7.7129
H 10.6254 5.5025 5.8887
Cl -8.3085 4.4611 -4.9588
Cl 10.3964 7.8441 6.0253
H 6.3545 -2.5659 12.5403
Cl -7.9317 -7.2149 2.5530
Cl -11.4247 3.3084 -2.7982
Cl 8.3506 5.8694 5.3938
Cl 4.0296 0.3142 -11.0881
Cl -5.4766 -8.2043 7.0387
H -1.3545 -3.2511 1.6899
Cl 9.7998 10.8314 8.9465
H 10.3131 1.0536 6.4245
C 2.5309 2.4546 5.6338
Cl 1.7828 1.0666 -12.7820
Cl -7.7485 1.8385 -3.8220
O -2.6035 0.4819 3.2500
*
```

***

No. 4
DFT (the ωB97M-V functional and the def2-TZVPD basis) results for a structure of composition C35H46I2N5NiOPS.

Results
Relative energy (zero: lowest compared OMol25 entry of this formula, charge and spin) = 0.000 eV
Kohn-Sham gap (alpha / beta) = 7.344 / 7.248 eV
Largest force on an atom = 0.0134 Eh/bohr
LUMO energy (alpha / beta) = 0.0343 / 0.0327 eV
E = -4553.5882 Eh
<S²> = 2.0061

```
! RIJCOSX wB97M-V def2-TZVPD def2/J DEFGRID3
* xyz 0 3
H 3.3007 0.0846 3.2743
H -4.1847 -2.4086 1.4403
C -0.4868 1.2993 -3.9289
N 6.8539 -1.3257 0.1187
C -3.7684 0.2295 5.4195
H 3.2108 -0.0367 -1.6503
H 3.4054 -0.9788 -0.1835
H -1.4224 -2.7456 -1.0251
C 0.7400 0.7952 -3.1552
C 2.6679 -0.4881 -0.8237
H 2.1864 1.8634 -1.8834
C 6.1065 -0.3375 2.1700
H -2.4454 -0.5338 -3.9912
C -4.6858 3.5807 2.0144
H -3.8839 0.7735 6.3458
C 2.6101 2.7328 1.2979
C 6.6306 -1.3870 1.4273
H 1.1965 2.8875 -2.9149
H 2.6625 -2.0394 -3.1750
H -2.4203 -2.4320 1.6613
S 5.0918 2.2322 2.3837
C 5.7874 0.8378 1.5096
H -2.5842 -0.5083 -2.2348
H -4.4426 0.2898 -0.5856
H -6.0065 2.0012 1.3960
C 1.4221 0.5272 2.3552
H 2.8002 0.2747 -3.6807
C -3.3557 3.9600 2.1339
H 6.7510 -0.1546 -1.5634
H 0.6751 3.0391 0.4283
C 1.6471 -1.5320 -1.2961
H 5.7983 1.8261 -0.4005
H -5.1279 -0.2511 0.9442
C 1.2814 2.4128 1.0713
O -1.2829 -0.2684 2.8240
C 6.0282 0.9219 0.1468
Ni -1.1711 0.3961 0.9631
I -1.0501 1.5732 5.3511
C -3.4703 -1.1374 3.0080
C -1.1911 -3.0292 -2.0547
H -5.4778 4.2375 2.3471
H -3.1296 -1.9226 -3.1682
C 2.7563 0.7634 2.6330
C -0.5158 -2.2757 -4.3232
H -0.3256 -3.6855 -2.0401
H -2.0307 -3.6107 -2.4436
H -5.4577 -1.8483 3.3446
H 0.4847 2.1324 -1.4760
C -4.6469 -1.2418 3.7298
H 3.0467 3.6149 0.8527
I -6.5821 -0.7300 6.0072
C 6.5595 -0.1849 -0.4973
N -3.0980 -0.7606 0.6362
H 2.0996 -2.4992 0.5755
N -0.6786 0.0466 -0.8242
H 0.8995 -0.3158 2.7848
N 0.6949 1.3294 1.5715
H 6.8814 -2.3229 1.9112
C -2.3671 -1.1428 -3.0956
H -0.8157 0.6043 -4.6945
C -0.9813 -1.7953 -2.9454
C -2.3881 -0.3588 3.4847
H -1.2472 -2.9923 -4.7108
C -4.2221 0.1506 0.4772
H 1.6051 -0.3943 -4.7866
C -3.9453 1.5069 1.0858
H -3.0745 4.9127 2.5573
C 1.8437 0.4610 -4.1623
H 1.7562 -3.3764 -2.4758
H 5.9497 -0.4374 3.2346
H -1.3352 3.3077 1.8224
H 0.7476 -3.2452 -0.2585
H 2.1909 0.3041 -0.2432
C 1.2160 -2.2923 -0.0341
C -2.3852 3.0705 1.7204
C -3.3049 -1.7905 1.6647
C 2.3603 -2.5037 -2.2426
H 1.9828 1.3197 -4.8269
H -0.2226 2.2323 -4.4332
H -0.4528 -1.4675 -5.0463
P 0.1329 -0.5745 -1.9646
N -2.6709 1.8729 1.2037
C -4.9830 2.3409 1.4831
H 3.2686 -2.8664 -1.7511
C 3.3707 1.8786 2.0816
H -2.8279 -1.1658 -0.2553
H -1.3174 1.5004 -3.2521
C -4.7933 -0.5690 4.9337
C -2.5964 0.3295 4.6928
C 1.1884 1.9862 -2.2963
H 0.5198 -1.6965 0.5636
H 0.4446 -2.7807 -4.2897
*
```